{"formula": "C4H10N2O", "method": "ωB97M-V/def2-TZVPD", "elements": ["O", "N", "N", "C", "C", "C", "C", "H", "H", "H", "H", "H", "H", "H", "H", "H", "H"], "xyz": [[1.68965, 0.58450, -0.74356], [1.01327, -1.10493, -2.04510], [-0.43982, 0.15518, 1.06648], [-0.41053, -0.63208, -0.14899], [0.86037, -0.25809, -0.96350], [-0.68710, 1.59519, 0.87846], [-1.58303, -0.33339, 1.88523], [-1.28059, -1.24155, 2.41423], [-0.37142, 2.12316, 1.77259], [-1.75504, 1.80145, 0.70349], [-0.16636, 1.98159, 0.00248], [1.92460, -1.00667, -2.45704], [0.35848, -1.84896, -2.19481], [-0.19187, -1.67346, 0.07788], [-1.27999, -0.47627, -0.79724], [-2.46932, -0.56016, 1.27855], [-1.84506, 0.37988, 2.65878]], "atomic_forces_ev_per_a": [[-0.03, 0.48, 0.54], [-0.08, 0.95, 0.85], [-1.68, -0.05, 0.76], [1.95, 1.67, -0.06], [-0.55, -1.27, -0.91], [-0.05, -0.28, -0.86], [0.99, -0.59, 0.15], [-0.10, -0.11, -0.16], [0.07, 0.10, 0.01], [-0.02, -0.04, 0.08], [0.28, -0.04, 0.26], [-0.15, -0.50, -0.53], [0.35, -0.21, -0.30], [-0.69, -0.19, 0.23], [-0.24, -0.34, -0.03], [-0.04, 0.17, -0.01], [0.01, 0.24, -0.03]], "largest_force_ev_per_a": 2.57, "e_tot_ev": -9337.5724, "smiles": "CN(C)CC(N)=O", "orbital_gap_ev": 9.725, "molar_mass_g_mol": 102.14, "e_homo_ha": -0.3254, "e_above_lowest_ev": 1.415}